Density functional theory data (ωB97M-V/def2-TZVPD) for one molecule with the formula C11H18N4O3 at a distorted geometry.

Geometry as ORCA input:
```
! wB97M-V def2-TZVPD RIJCOSX def2/J DEFGRID3
* xyz 0 1
C -3.56 -0.18 -0.70
C -2.64 -0.70 0.33
C -3.12 -2.13 1.02
C -1.10 -0.57 -0.15
N -0.70 -1.57 -1.14
C -0.25 -0.68 0.99
O -0.60 -0.91 2.18
N 1.14 -0.56 0.74
C 1.84 -0.44 -0.46
C 2.72 0.79 -0.55
C 1.99 2.01 -0.02
C 2.56 2.88 0.92
N 1.64 3.94 0.99
C 0.62 3.73 0.13
N 0.87 2.62 -0.53
C 2.51 -1.77 -0.90
O 3.45 -1.93 -1.68
O 2.23 -2.82 -0.16
H -3.10 0.60 -1.41
H -3.93 -1.07 -1.49
H -4.56 0.18 -0.31
H -2.64 0.13 1.09
H -3.22 -3.00 0.37
H -4.02 -1.89 1.54
H -2.46 -2.41 1.88
H -0.96 0.45 -0.62
H -1.08 -1.26 -2.17
H -1.19 -2.43 -0.76
H 1.59 -1.34 1.49
H 1.08 -0.14 -1.21
H 3.77 0.66 -0.06
H 3.09 0.95 -1.67
H 3.40 2.94 1.60
H 2.08 4.98 1.19
H -0.20 4.49 -0.08
H 2.77 -3.57 -0.42
*
```

Computed properties:
- energy relative to the best compared isomer or geometry (same formula, charge and spin) (eV) = 4.155
- highest occupied orbital energy (eV) = -8.93
- structure (SMILES) = CC(C)[C@H](N)C(=O)N[C@@H](Cc1c[nH]cn1)C(=O)O
- LUMO energy (eV) = 0.636
- E (eV) = -23799.3393

Density functional theory data (ωB97M-V/def2-TZVPD) for one molecule with the formula C11H18NOP at a distorted geometry.

Geometry as ORCA input:
```
! wB97M-V def2-TZVPD RIJCOSX def2/J DEFGRID3
* xyz 0 1
C -3.28 -1.28 -0.63
C -1.97 -1.51 -0.84
C -0.89 -1.34 0.18
C -0.09 -2.60 0.34
C 0.09 0.04 -0.27
P 1.18 0.67 1.02
O 2.51 1.17 0.16
C 3.76 0.68 -0.37
C 4.23 -0.46 0.50
C 5.39 -1.12 -0.09
N 6.26 -1.63 -0.65
C -0.31 1.40 0.22
C -1.45 1.60 1.30
C -0.24 2.55 -0.81
H -3.94 -1.62 -1.45
H -3.82 -1.14 0.28
H -1.55 -1.88 -1.79
H -1.46 -1.00 1.08
H 0.21 -2.73 -0.79
H 0.75 -2.60 1.08
H -0.86 -3.36 0.57
H 0.50 -0.04 -1.29
H 3.67 0.29 -1.39
H 4.39 1.64 -0.22
H 3.32 -1.21 0.62
H 4.37 -0.07 1.65
H -1.05 1.26 2.31
H -2.32 1.02 1.22
H -1.68 2.66 1.35
H -0.45 2.08 -1.76
H 0.54 3.26 -0.78
H -1.11 3.24 -0.62
*
```

Computed properties:
- energy relative to the best compared isomer or geometry (same formula, charge and spin) (eV) = 3.792
- highest occupied orbital energy (eV) = -8.71
- structure (SMILES) = C=C[C@@H](C)[C@@H]1P(OCCC#N)C1(C)C
- LUMO energy (eV) = 0.714
- E (eV) = -24521.5211

Density functional theory data (ωB97M-V/def2-TZVPD) for one molecule with the formula C11H18NOP at a distorted geometry.

Geometry as ORCA input:
```
! wB97M-V def2-TZVPD RIJCOSX def2/J DEFGRID3
* xyz 0 1
C -3.56 -0.15 0.77
C -2.60 -0.21 -0.11
C -1.42 -1.07 -0.09
C -1.06 -1.89 -1.36
C -0.17 0.08 -0.17
P 1.54 -0.42 0.34
O 2.43 0.66 -0.60
C 3.59 0.15 -1.14
C 3.36 -1.16 -2.00
C 4.65 -1.58 -2.54
N 5.65 -1.93 -2.97
C 0.26 0.83 1.02
C -0.37 0.52 2.39
C 0.67 2.26 0.98
H -4.35 0.55 0.62
H -3.27 -0.68 1.74
H -2.76 0.44 -0.88
H -1.52 -1.71 0.71
H -0.79 -1.33 -2.17
H -0.34 -2.59 -1.20
H -1.97 -2.55 -1.78
H -0.14 0.66 -1.02
H 4.10 0.78 -1.81
H 4.39 -0.04 -0.42
H 2.75 -0.96 -2.85
H 3.12 -1.85 -1.30
H -1.46 1.02 2.32
H 0.37 0.98 3.20
H -0.53 -0.45 2.79
H 0.42 2.75 0.04
H 1.79 2.42 0.97
H 0.28 2.85 1.77
*
```

Computed properties:
- energy relative to the best compared isomer or geometry (same formula, charge and spin) (eV) = 4.037
- highest occupied orbital energy (eV) = -8.55
- structure (SMILES) = C=C[C@@H](C)[C@@H]1P(OCCC#N)C1(C)C
- LUMO energy (eV) = 0.736
- E (eV) = -24521.2764